(a)
DFT (wB97M-V/def2-TZVPD) results for a 2-piece molecular cluster, C2H7NO2S overall.

```
13
Properties=species:S:1:pos:R:3:mulliken_charge:R:1
C -1.675 -2.129 1.190 -0.17
C 1.811 1.803 -1.010 -0.91
N -1.318 -1.588 0.123 -0.54
O 0.757 0.144 0.722 -0.53
O -0.814 1.514 -0.677 -0.51
S 0.327 0.706 -0.876 0.63
H -0.945 -2.708 1.867 0.23
H 0.317 -0.726 0.751 0.40
H -2.745 -2.101 1.536 0.22
H 1.539 2.712 -1.644 0.29
H 2.157 2.126 -0.095 0.31
H 2.621 1.330 -1.525 0.35
H -2.032 -1.083 -0.363 0.23
```

The value obtained for the LUMO energy is 0.93 eV. Its highest occupied orbital energy is -9.321 eV. The calculation puts the HOMO-LUMO gap at 10.25 eV.

---

(b)
DFT (wB97M-V/def2-TZVPD) results for a 2-piece molecular cluster, C2H7NO2S overall.

```
13
Properties=species:S:1:pos:R:3:mulliken_charge:R:1
N 1.437 0.761 -2.268 -0.57
S 0.140 0.210 -1.666 0.67
O -0.712 0.936 -0.717 -0.51
O 0.000 -1.310 -1.224 -0.34
H 2.266 1.131 -1.792 0.24
H -0.578 0.155 -2.932 0.15
H -0.036 -1.226 -0.304 0.34
C -0.560 -0.729 1.675 -0.90
C -0.212 0.548 1.809 -0.22
H 0.017 -1.495 2.129 0.34
H -1.559 -1.179 1.308 0.34
H 0.671 0.791 2.369 0.25
H -0.875 1.407 1.612 0.20
```

The value obtained for the LUMO energy is 0.75 eV. Its highest occupied orbital energy is -10.048 eV. The calculation puts the HOMO-LUMO gap at 10.80 eV.

---

The structure with the least stability is (b).